ORCA calculation (ωB97M-V with the def2-TZVPD basis set) on a 2-piece molecular cluster, C6H9NO overall at a distorted geometry.

Computed properties:
Net charge   0
Energy relative to the best compared isomer or geometry (same formula, charge and spin)   167.7 kcal/mol

Element x y z (Å)
C (1.23759, 0.89761, -1.88869)
C (1.48067, -0.06124, -0.94036)
C (0.68523, -1.01695, -0.37495)
C (-1.28888, 1.81694, 0.09751)
C (-0.30430, 1.08508, 0.89904)
C (-0.67292, -2.50727, 1.14258)
N (0.06250, -1.98615, -0.07718)
O (0.09291, 2.07549, -0.00230)
H (2.13591, 1.64410, -2.16916)
H (0.31615, 1.01019, -2.27326)
H (2.48556, -0.14865, -0.52180)
H (-1.71586, 1.23649, -0.68737)
H (-1.86697, 2.60342, 0.56893)
H (-0.14856, 1.34790, 1.90149)
H (-0.72313, -1.78915, 1.99477)
H (-0.08696, -3.46905, 1.50615)
H (-1.68894, -2.73875, 0.82457)

Here are the Mulliken charges for atoms 1 to 8, given in e:
1 C -0.680
2 C -0.447
3 C 0.590
4 C -0.247
5 C -0.363
6 C -0.582
7 N -0.261
8 O -0.319



ORCA calculation (ωB97M-V with the def2-TZVPD basis set) on one molecule with the formula C6H9NO at a distorted geometry.

Computed properties:
SMILES   C=C1CN[C@H]2C[C@]12O
Net charge   0
Energy relative to the best compared isomer or geometry (same formula, charge and spin)   147.6 kcal/mol

Element x y z (Å)
C (-0.51337, 0.75734, -0.09071)
C (-1.95905, 0.54710, -0.46719)
C (-1.12273, -0.62644, 0.04975)
C (1.06754, -0.85896, 0.69705)
C (0.99590, 0.43860, -0.35637)
C (1.70314, 0.67818, -1.42861)
H (-0.53281, 0.90077, 1.99075)
H (-2.18463, 0.35477, -1.56601)
H (-2.54930, 1.34483, 0.00885)
H (-1.11820, -1.30527, -0.90923)
H (-0.55075, -1.82184, 1.71377)
H (1.19319, -1.73088, 0.02661)
H (1.88491, -0.84572, 1.56095)
H (1.75208, 1.45822, -2.20780)
H (2.73067, 0.10273, -1.45758)
N (-0.40050, -0.85885, 1.31718)
O (-0.39610, 1.46540, 1.11860)

Here are the Mulliken charges for atoms 1 to 8, given in e:
1 C 1.178
2 C -0.678
3 C -0.376
4 C -0.560
5 C -0.137
6 C -0.811
7 H 0.394
8 H 0.242



ORCA calculation (ωB97M-V with the def2-TZVPD basis set) on one molecule with the formula C6H9NO at a distorted geometry.

Computed properties:
SMILES   C=C(C#N)C(C)(C)O
Net charge   0
Energy relative to the best compared isomer or geometry (same formula, charge and spin)   86.2 kcal/mol

Element x y z (Å)
C (0.21197, -0.43203, 0.00560)
C (-0.25639, -1.18803, 1.22866)
C (0.02305, -1.14719, -1.31614)
C (0.09454, 1.01007, 0.05260)
C (0.47523, 2.17004, 0.55651)
O (1.76034, -0.09203, 0.20720)
C (-1.72067, 1.11314, -0.41313)
N (-2.84634, 1.19624, -0.68659)
H (2.14496, 0.10197, -0.66355)
H (-0.18164, -0.57122, 2.12627)
H (-1.30518, -1.46148, 1.09590)
H (0.35412, -2.08404, 1.36493)
H (0.36602, -0.54142, -2.15783)
H (-1.03758, -1.35380, -1.47154)
H (0.58775, -2.08410, -1.30674)
H (-0.15882, 3.04288, 0.46653)
H (1.48865, 2.32101, 0.91132)

Here are the Mulliken charges for atoms 1 to 8, given in e:
1 C 1.548
2 C -1.425
3 C -1.501
4 C 0.031
5 C -0.779
6 O -0.640
7 C 0.011
8 N -0.509



ORCA calculation (ωB97M-V with the def2-TZVPD basis set) on C6H9NO as an isolated structure at a distorted geometry.

Computed properties:
Net charge   0
Energy relative to the best compared isomer or geometry (same formula, charge and spin)   129.4 kcal/mol

Element x y z (Å)
C (-1.69467, -0.17844, 0.31767)
C (-0.27088, -0.73539, 0.61014)
C (0.74538, 0.02394, -0.22257)
C (2.17541, 0.04990, 0.38280)
C (0.01022, 1.35505, -0.37158)
C (-1.40693, 1.30999, -0.05273)
H (-1.80711, -0.84716, -1.71626)
H (-2.33689, -0.43686, 1.29717)
H (0.04150, -0.55991, 1.73541)
H (-0.55786, -2.07760, 0.63788)
H (2.42670, 1.07587, 0.58330)
H (2.36717, -0.67692, 1.03663)
H (2.21404, -1.37980, -1.38364)
H (0.33766, 2.08294, -1.00947)
H (-2.04029, 2.30444, -0.11724)
N (1.98094, -0.42640, -0.96199)
O (-2.18441, -0.88363, -0.76553)

Here are the Mulliken charges for atoms 1 to 8, given in e:
1 C 0.239
2 C -0.760
3 C 1.003
4 C -0.740
5 C -0.724
6 C -0.536
7 H 0.380
8 H 0.270



ORCA calculation (ωB97M-V with the def2-TZVPD basis set) on one molecule with the formula C6H9NO2 at a distorted geometry.

Computed properties:
Net charge   0
Energy relative to the best compared isomer or geometry (same formula, charge and spin)   189.3 kcal/mol

Element x y z (Å)
C (0.81069, 1.69523, -0.38270)
C (0.22887, 1.61221, -1.56185)
C (0.73033, 0.76122, 0.72172)
C (1.06156, -1.41074, -0.73538)
C (0.32223, -0.64933, 0.33556)
C (-1.14912, -0.74085, 0.27216)
N (2.30427, -1.81670, -0.35475)
O (2.98999, -2.38839, -1.21899)
O (2.66002, -1.52462, 0.75242)
H (1.52286, 2.42791, 0.03489)
H (0.35113, 2.55220, -2.20929)
H (1.78878, 0.71174, 1.01950)
H (0.04923, 1.22918, 1.49922)
H (0.70970, -1.90116, -1.60840)
H (0.66454, -1.35984, 1.13730)
H (-1.53113, -1.51356, -0.36319)
H (-0.35591, 0.76841, -1.91342)
H (-1.83219, -0.04790, 0.84609)

Here are the Mulliken charges for atoms 1 to 8, given in e:
1 C -0.063
2 C -0.735
3 C -0.599
4 C -0.866
5 C 0.636
6 C -1.228
7 N 1.005
8 O -0.639



ORCA calculation (ωB97M-V with the def2-TZVPD basis set) on one molecule with the formula C6H9NO2 at a distorted geometry.

Computed properties:
SMILES   C=C=C(O)[C@@](C)(N)C=O
Net charge   0
Energy relative to the best compared isomer or geometry (same formula, charge and spin)   63.6 kcal/mol

Element x y z (Å)
C (1.14539, -0.53296, -1.64901)
C (0.60803, -0.05791, 0.80613)
C (0.06290, -0.25549, -0.60938)
C (-0.23427, 0.43234, 1.69261)
N (-0.91913, -1.32469, -0.61202)
C (-0.56902, 1.14210, -0.80504)
C (-1.07782, 0.72161, 2.63288)
O (1.95070, -0.10745, 1.03302)
O (-1.75717, 1.33330, -0.86769)
H (2.36118, -0.70081, 0.39235)
H (-1.43199, -1.30391, -1.48970)
H (-1.59934, -1.17178, 0.12531)
H (0.17360, 1.94279, -0.97923)
H (0.69599, -0.51543, -2.64029)
H (1.93020, 0.22105, -1.61779)
H (1.56833, -1.52488, -1.49345)
H (-1.54602, -0.04031, 3.23891)
H (-1.36157, 1.74244, 2.84236)

Here are the Mulliken charges for atoms 1 to 8, given in e:
1 C -2.137
2 C 0.098
3 C 1.703
4 C -0.074
5 N -0.706
6 C -0.221
7 C -0.818
8 O -0.533



no.,molar mass (g/mol)
1,111.144
2,111.144
3,111.144
4,111.144
5,127.143
6,127.143